Record 1
The following is a quantum chemistry calculation of a 2-piece molecular cluster, C4H11P overall at a distorted geometry, from the Open Molecules 2025 dataset.

The geometry in XYZ format:
```
16
Properties=species:S:1:pos:R:3:forces:R:3:nbo_charge:R:1
C -1.552 -1.609 0.080 -0.1562 -0.8041 0.0501 -1.052
C 2.308 -0.384 0.083 1.1878 -1.4679 3.8081 -0.673
C -1.911 1.179 0.222 -0.1022 0.7551 0.0079 -0.974
C 1.618 0.892 -0.181 -1.9200 -2.1895 -2.5269 -0.510
P -0.800 -0.163 -0.375 0.6687 0.4942 2.1116 0.998
H -1.416 -2.562 -0.463 0.2664 0.8248 0.1378 0.234
H -2.064 -1.788 1.045 0.6007 0.6016 -0.4979 0.232
H 2.164 -1.234 -0.576 -0.5625 0.1884 -0.4795 0.212
H 3.440 -0.386 0.210 -1.0652 0.5770 -0.1903 0.205
H 1.937 -0.748 1.138 0.7637 0.3021 -1.7943 0.201
H -2.980 0.957 -0.253 2.2882 1.0197 1.4772 0.263
H -1.802 1.145 1.346 -0.8961 -0.6272 -1.0238 0.253
H -1.440 2.220 0.114 -0.9730 -1.3893 -0.8089 0.251
H 1.674 1.078 -1.284 -0.2482 1.0163 1.2840 0.197
H 1.507 1.604 0.606 0.2070 0.6156 -0.0532 0.204
H -0.682 -0.201 -1.714 -0.0590 0.0832 -1.5020 -0.040
```
Forces are in eV/Å.

Values from the calculation:
Highest occupied orbital energy (alpha / beta)   -0.250 / -0.253 Eh
Strongest force on any atom   4.3 eV/A
Net charge   0

Record 2
The following is a quantum chemistry calculation of C29H26Cl3FFeN6O4S3 as an isolated structure, from the Open Molecules 2025 dataset.

The geometry in XYZ format:
```
73
Properties=species:S:1:pos:R:3:forces:R:3:lowdin_charge:R:1
Fe -0.022 0.049 0.162 -0.0490 -0.2230 0.4925 0.050
F 0.715 -4.176 5.214 0.0431 -0.0930 0.0060 0.068
C 1.531 -4.003 4.151 0.1455 0.0359 0.1176 -0.193
C 1.079 -3.280 3.091 -0.1108 -0.0596 0.0145 0.096
C 1.858 -3.179 1.946 -0.1496 -0.0883 -0.1763 -0.038
C 1.383 -2.330 0.860 0.1148 0.1466 0.0436 -0.269
O 0.418 -1.605 1.107 -0.2440 -0.1582 -0.1944 -0.089
C 2.089 -2.409 -0.381 -0.0619 -0.0007 0.0369 -0.007
C 3.197 -3.186 -0.431 -0.0009 0.0052 0.0411 0.056
N 3.746 -3.836 0.641 -0.0239 0.0268 -0.0755 0.010
C 4.904 -4.671 0.475 0.0473 -0.0316 -0.0047 -0.273
C 5.983 -4.260 -0.469 0.0602 0.0542 -0.0024 -0.086
C 6.234 -4.223 1.012 0.0493 0.0216 0.0096 -0.096
C 3.071 -3.850 1.855 0.1594 0.0220 0.0732 -0.114
C 3.584 -4.465 3.005 -0.0568 -0.1299 -0.0632 0.065
C 2.831 -4.526 4.169 0.1348 0.0046 0.0664 -0.132
N 3.429 -5.040 5.350 -0.4613 -0.0620 0.0658 -0.115
C 2.865 -4.756 6.667 0.0531 0.0468 -0.1698 -0.122
C 4.028 -4.754 7.685 0.0102 0.0338 0.0733 -0.065
N 5.289 -4.851 6.887 -0.1579 -0.1514 -0.1738 0.042
C 5.363 -6.187 6.212 0.0507 -0.0096 0.0205 -0.071
C 4.079 -6.329 5.349 0.1638 0.1092 0.0192 -0.118
C 1.622 -1.689 -1.639 0.2312 0.1711 0.1831 -0.591
O 1.955 -2.177 -2.717 0.0274 -0.0180 -0.0772 0.024
O 0.962 -0.613 -1.470 -0.2810 -0.1180 -0.0830 -0.115
H 0.113 -2.794 3.116 -0.0108 0.0178 -0.0052 0.150
H 3.713 -3.295 -1.375 -0.0010 -0.0331 0.0220 0.142
H 4.687 -5.733 0.543 -0.0245 0.0082 -0.0300 0.153
H 5.886 -3.306 -0.967 -0.0195 -0.0046 0.0082 0.109
H 6.444 -5.033 -1.065 -0.0003 -0.0152 0.0220 0.107
H 6.278 -3.246 1.473 -0.0474 0.0006 0.0091 0.114
H 6.882 -4.971 1.451 -0.0013 -0.0119 -0.0096 0.098
H 4.587 -4.871 2.997 0.0111 0.0297 0.0027 0.107
H 2.115 -5.495 6.964 -0.0146 0.0082 0.0000 0.135
H 2.396 -3.782 6.670 -0.0704 0.1412 -0.0011 0.080
H 4.001 -5.606 8.363 0.0454 0.0039 0.0023 0.130
H 4.060 -3.833 8.262 -0.0288 0.0298 -0.0319 0.135
H 6.122 -4.632 7.427 -0.0169 0.0052 0.0012 0.184
H 5.162 -4.166 6.128 0.1929 0.2870 0.0662 0.153
H 5.428 -6.949 6.986 0.0468 0.0211 0.0172 0.127
H 6.273 -6.205 5.616 -0.0132 0.0175 -0.0227 0.130
H 3.425 -7.104 5.769 0.0208 -0.0107 0.0026 0.133
H 4.341 -6.621 4.337 -0.0015 -0.0295 0.0031 0.122
S -1.062 0.610 2.239 0.1446 -0.0833 -0.0369 0.656
C 0.329 0.213 3.202 -0.0874 0.0603 0.0440 -0.683
C 0.210 -0.345 4.483 -0.0143 0.0265 -0.0076 -0.069
C 1.322 -0.735 5.229 -0.0658 -0.0110 0.1292 -0.221
C 1.175 -1.385 6.497 -0.2206 0.1709 -0.0157 -0.193
N 1.053 -1.913 7.515 0.1670 -0.0762 -0.0336 0.154
C 2.608 -0.542 4.704 0.2299 0.0027 -0.0608 -0.220
C 2.746 0.037 3.446 -0.0376 -0.0162 -0.0144 -0.073
C 1.643 0.412 2.682 0.2291 0.0633 0.0425 -0.681
S 1.894 1.056 1.094 -0.1823 -0.2697 -0.2281 0.689
C 3.780 -1.010 5.378 -0.0546 -0.0470 -0.0548 -0.189
N 4.749 -1.406 5.866 -0.0823 -0.3521 0.1146 0.128
H -0.781 -0.517 4.883 0.0092 0.0214 0.0171 0.115
H 3.735 0.167 3.027 -0.0014 0.0212 0.0062 0.108
Cl -0.474 3.146 -4.029 -0.0105 0.0063 -0.0303 0.619
C -0.055 3.659 -2.383 0.0024 -0.0782 0.1166 -1.591
Cl 1.640 4.143 -2.310 0.0588 0.0381 -0.0184 0.638
Cl -1.099 4.999 -1.885 -0.0253 0.0200 0.0003 0.621
C -0.251 2.533 -1.478 -0.2165 0.1524 0.0415 -0.299
N -0.376 1.642 -0.771 0.2899 0.1363 -0.3372 0.135
C -1.630 -0.317 -3.086 0.0112 0.0400 0.0178 -0.262
S -2.168 -1.510 -1.867 0.1437 -0.0787 -0.0320 0.904
C -3.910 -1.097 -1.916 -0.0162 0.0125 0.0474 -0.254
O -1.727 -1.037 -0.511 0.0137 0.2705 0.0418 -0.566
H -1.953 0.674 -2.768 -0.0152 -0.0185 -0.0487 0.035
H -2.069 -0.585 -4.046 -0.0022 -0.0159 0.0065 0.062
H -0.542 -0.373 -3.120 0.0135 0.0101 0.0066 0.040
H -4.303 -1.307 -2.910 -0.0112 -0.0004 0.0021 0.055
H -4.020 -0.044 -1.656 -0.0196 -0.0046 -0.0113 0.063
H -4.410 -1.717 -1.174 -0.0107 -0.0001 -0.0032 0.053
```
Forces are in eV/Å.

Values from the calculation:
Highest occupied orbital energy (alpha / beta)   -0.212 / -0.212 Eh
Strongest force on any atom   0.5 eV/A
Net charge   0